Entry 1:
2 unconnected molecules or ions with the total composition C13H12N2 in a non-equilibrium geometry, computed with the ωB97M-V functional and the def2-TZVPD basis.

The geometry in XYZ format:
```
27
C13H12N2 the ωB97M-V functional and the def2-TZVPD basis
N 2.1795 1.8608 0.3652
N 3.3952 1.8780 0.2297
C 2.2439 -2.9271 -0.3316
C -0.3517 2.1082 0.3511
C -2.4957 1.1278 0.8446
C 1.2559 -3.7498 0.1807
C -1.1270 1.1471 1.0157
C -2.3644 3.0373 -0.5983
C -0.0603 -3.3197 0.2024
C 0.5977 -1.2443 -0.8024
C 1.0395 2.1140 0.4914
C -3.1204 2.0613 0.0317
C -0.3898 -2.0678 -0.2893
C -0.9933 3.0696 -0.4407
C 1.9135 -1.6750 -0.8225
H -1.4156 -1.7299 -0.2730
H -0.8313 -3.9622 0.6043
H -4.1916 2.0278 -0.1044
H 1.5122 -4.7276 0.5641
H 2.6848 -1.0294 -1.2210
H 3.2723 -3.2578 -0.3505
H -2.8470 3.7758 -1.2212
H -3.0890 0.3751 1.3440
H 3.8883 1.1275 0.7020
H -0.4063 3.8294 -0.9353
H -0.6418 0.4175 1.6483
H 0.3424 -0.2665 -1.1850
```

Its HOMO energy (alpha / beta) is -7.8 / -7.8 eV. The energy comes out at -611.9874 Eh. The energy relative to the best compared isomer or geometry (same formula, charge and spin) is 19.9 kcal/mol. As for the spin multiplicity: 1. The HOMO-LUMO gap (alpha / beta) comes out at 8.44 / 8.44 eV.

These are the natural (NBO) partial charges, in e, on atoms 1 to 2:
1 N 0.03
2 N -0.56

***

Entry 2:
C2F2O2 in the gas phase in a non-equilibrium geometry, computed with the ωB97M-V functional and the def2-TZVPD basis.

The geometry in XYZ format:
```
6
C2F2O2 the ωB97M-V functional and the def2-TZVPD basis
F -1.0104 1.4500 0.1606
F 1.6192 -0.4627 -0.2167
O -0.8881 0.0211 -1.5127
O 0.3781 -0.9663 1.5751
C -0.5617 0.3415 -0.4306
C 0.4629 -0.3835 0.4243
```

Its HOMO energy is -12.2 eV. The energy comes out at -426.4054 Eh. The energy relative to the best compared isomer or geometry (same formula, charge and spin) is 13.4 kcal/mol. As for the spin multiplicity: 1. Its SMILES is O=C(F)C(=O)F. The HOMO-LUMO gap comes out at 11.29 eV.

These are the natural (NBO) partial charges, in e, on atoms 1 to 2:
1 F -0.29
2 F -0.28

***

Entry 3:
2 unconnected molecules or ions with the total composition C6H16 in a non-equilibrium geometry, computed with the ωB97M-V functional and the def2-TZVPD basis.

The geometry in XYZ format:
```
22
C6H16 the ωB97M-V functional and the def2-TZVPD basis
C -0.9367 2.3642 0.1536
C 0.6970 -1.4721 0.6176
C 1.3498 -1.4393 2.0089
C -0.6414 1.8673 -2.3027
C -0.1006 -2.7340 0.3300
C -0.3151 1.4009 -0.8862
H 1.3761 -1.2365 -0.1968
H -0.1931 1.1379 -2.9720
H -1.0192 3.3695 -0.2613
H 2.3574 -1.8622 1.9557
H 0.8145 -2.1016 2.6911
H 0.7567 1.3278 -0.7312
H -1.6981 2.0852 -2.4590
H -0.3316 2.4918 1.0568
H -0.7056 -2.6099 -0.5645
H -0.0377 -0.6726 0.6639
H -0.7239 -3.0011 1.1890
H -0.8384 0.4701 -0.6978
H -0.2122 2.8459 -2.5456
H 1.4345 -0.4306 2.3995
H 0.4899 -3.6431 0.1920
H -1.9276 2.0736 0.4899
```

Its HOMO energy is -11.0 eV. The energy comes out at -238.1755 Eh. The energy relative to the best compared isomer or geometry (same formula, charge and spin) is 13.2 kcal/mol. As for the spin multiplicity: 1. Its SMILES is CCC.CCC. The HOMO-LUMO gap comes out at 12.03 eV.

These are the natural (NBO) partial charges, in e, on atoms 1 to 2:
1 C -0.61
2 C -0.40

***

Entry 4:
5 unconnected molecules or ions with the total composition C48H51FN2O12 in a non-equilibrium geometry, computed with the ωB97M-V functional and the def2-TZVPD basis.

The geometry in XYZ format:
```
114
C48H51FN2O12 the ωB97M-V functional and the def2-TZVPD basis
F 1.5297 1.2514 3.3930
O 9.9791 1.2047 -10.5879
O -11.4706 -0.6056 9.1010
O -2.6779 2.5502 -0.8633
O 5.8834 1.5123 -5.5506
O -3.3205 0.4520 0.6610
O -2.7298 -1.0605 3.2624
O -10.2184 0.7411 4.1365
O 3.3564 -4.9486 0.9627
O 8.1242 -7.1510 0.2957
O -0.1839 4.5281 0.8507
O 4.4495 -0.3936 -0.8269
O 9.6524 1.2984 -5.3027
N -0.6825 2.5701 2.1046
N -0.6995 -0.0161 3.0868
C -11.1842 -0.2968 7.9648
C 5.8234 -7.4810 0.6678
C -9.8437 0.2440 7.6266
C 7.0330 -6.6478 0.4495
C -0.0223 0.2921 1.7867
C -4.9949 0.7758 3.8376
C 4.7791 0.0441 -1.9091
C -2.6694 1.3251 -1.5671
C -2.4140 0.8262 1.6626
C -2.0429 -0.2070 2.7586
C -4.6554 1.5430 2.7247
C -5.7022 1.9351 1.8793
C 6.8540 -5.1738 0.4254
C 0.9961 -1.1592 -0.1314
C 5.5509 1.0745 -4.4695
C 1.4287 0.7255 2.1193
C 6.1418 0.5816 -2.1423
C -2.7934 0.1151 -0.6056
C -12.1621 -0.4459 6.8570
C -0.2141 -2.8920 -1.5833
C 4.6251 -6.9278 0.8341
C -2.2906 3.6390 -1.6853
C -3.2068 1.9215 2.4816
C -11.8480 -0.1091 5.6092
C -10.5077 0.4313 5.2730
C -6.2900 0.3712 4.0994
C 8.5166 1.4204 -7.3611
C -0.5039 3.5994 1.4832
C 0.0358 -1.0770 1.0713
C 8.5987 1.3977 -8.6894
C 6.5018 1.0593 -3.3307
C 0.9614 -2.6358 -0.6367
C 9.9015 1.2276 -9.3786
C 9.7264 1.2773 -6.5150
C 4.4478 -5.4551 0.8104
C 2.2880 -3.1396 -1.2211
C -9.5290 0.5812 6.3787
C 2.0519 1.6895 1.1053
C -1.0020 1.3485 1.2684
C 5.6557 -4.6207 0.5919
C 3.8288 0.0605 -3.0505
C -2.8551 4.9342 -1.1310
C 11.1120 1.0848 -8.5288
C -7.3207 0.7277 3.2381
C -7.0050 1.5213 2.1486
C -5.5060 2.8032 0.6613
C 11.0311 1.1069 -7.2013
C 4.1873 0.5376 -4.2391
H -12.5445 -0.2101 4.7865
H 2.0803 2.6882 1.5453
H 7.7292 1.5008 -9.3259
H -7.8034 1.8202 1.4770
H -4.2135 0.4628 4.5193
H -8.3295 0.3915 3.4335
H 6.8173 0.5603 -1.2966
H -13.1336 -0.8412 7.1252
H -2.6940 4.9750 -0.0538
H -4.6549 3.4734 0.7482
H 5.5031 -3.5482 0.5768
H 5.9758 -8.5526 0.6826
H -1.1545 -2.6182 -1.0983
H -0.8144 1.6923 0.2556
H 3.5125 0.5590 -5.0854
H 3.7303 -7.5158 0.9938
H -2.7354 2.1049 3.4455
H -3.5380 -0.5454 -1.0551
H 7.5795 1.5432 -6.8326
H -3.9289 5.0016 -1.3169
H 2.1054 -4.1539 -1.5879
H 2.8395 -0.3347 -2.8570
H 7.7485 -4.5855 0.2654
H 2.0456 -0.1769 2.1221
H 0.6110 -0.5592 -0.9658
H -0.2805 -3.9676 -1.7629
H -0.3044 -0.7919 3.5996
H -0.1045 -2.3762 -2.5393
H -0.9383 -1.4298 0.7338
H -3.1597 2.8388 1.8992
H -9.1467 0.3453 8.4487
H 2.6368 -2.5248 -2.0520
H -6.4814 -0.2502 4.9674
H 12.0521 0.9624 -9.0515
H 0.4056 -1.7893 1.8124
H 3.0905 1.4256 0.9072
H -2.6483 3.4657 -2.7071
H -2.3885 5.7904 -1.6172
H 3.0060 -3.2244 -0.4140
H -1.7523 1.2543 -2.1689
H 1.4919 1.7457 0.1723
H -8.5573 0.9774 6.1092
H -1.1956 3.7278 -1.7113
H 0.7829 -3.2444 0.2577
H 2.0218 -0.9037 0.1256
H -3.5258 1.3218 -2.2531
H 11.9003 1.0036 -6.5641
H -1.8683 -0.4592 -0.5700
H -5.3717 2.2154 -0.2494
H -6.3955 3.4153 0.4936
H 7.4917 1.4539 -3.5276
```

Its HOMO energy is -8.3 eV. The energy comes out at -2971.7484 Eh. The energy relative to the best compared isomer or geometry (same formula, charge and spin) is 0.0 kcal/mol. As for the spin multiplicity: 1. Its SMILES is CCOCCO[C@@]1(Cc2ccccc2C)C(=O)N[C@](CCC(C)C)([C@@H](C)F)[C@@H]1N=C=O.O=C1C=CC(=O)C=C1.O=C1C=CC(=O)C=C1.O=C1C=CC(=O)C=C1.O=C1C=CC(=O)C=C1. The HOMO-LUMO gap comes out at 6.37 eV.

These are the Mulliken partial charges, in e, on atoms 1 to 2:
1 F -0.45
2 O -0.54

***

Entry 5:
A molecular structure, C52H40Br2NOP2PtSiTe, computed with the ωB97M-V functional and the def2-TZVPD basis.

The geometry in XYZ format:
```
101
C52H40Br2NOP2PtSiTe the ωB97M-V functional and the def2-TZVPD basis
Pt 0.4956 -0.2389 0.0142
Te -1.7266 2.5577 -0.8246
Br 2.8810 3.5669 5.5791
Br 1.5537 4.8315 0.2416
P 1.0582 -0.3203 -2.2316
P -1.7626 -1.0218 0.3556
Si 1.0592 -2.5087 -0.0576
O 0.7933 1.8773 0.1864
N 0.9386 0.0455 2.1203
C -5.6985 -0.0664 -0.2143
C -4.1091 3.1374 -2.6588
C 2.0190 -1.8118 -2.6053
C -2.4223 -0.3795 4.8540
C -2.2384 0.7015 3.9971
C 1.2963 2.2489 1.3349
C -4.4792 -0.3506 0.3817
C 2.0011 -2.8252 -1.6533
C -5.9528 3.5766 -0.6299
C -1.9415 0.5403 -4.9071
C 2.1838 1.5378 -4.0108
C -0.7461 -1.6981 -3.7885
C 1.6939 3.5447 1.6071
C 1.8263 1.6731 3.6909
C -4.6386 3.2636 -0.3138
C -2.2584 -1.8904 2.9884
C -6.3455 3.6648 -1.9578
C 2.6964 -1.9584 -3.8136
C 3.0151 1.5690 -1.7520
C -1.7740 -2.8174 0.0668
C -1.7931 -1.8482 -4.6838
C -2.9798 -3.5191 0.0240
C -4.6464 -0.0404 -2.3703
C -5.7860 0.0866 -1.5902
C -0.5699 -4.8725 -0.2049
C -2.9719 -4.8948 -0.1293
C -2.0705 -0.8124 2.1308
C 2.1268 1.0639 -2.7001
C -3.3310 -0.4797 -0.4008
C -1.7638 -5.5737 -0.2397
C 0.8991 -0.8440 3.0912
C -0.8986 0.6966 -4.0051
C -2.0595 0.4880 2.6419
C 3.3674 -3.1386 -4.0754
C 3.3579 -4.1673 -3.1375
C -5.4222 3.4475 -2.9737
C 1.3786 1.3088 2.4026
C -3.7023 3.0366 -1.3246
C -0.5536 -3.4827 -0.0598
C -2.3880 -0.7285 -5.2487
C -2.4351 -1.6705 4.3499
C 1.8060 0.6783 4.6889
C 2.1694 3.9203 2.8737
C 3.9630 3.0345 -3.4004
C 2.6837 -4.0114 -1.9386
C 3.9278 2.5497 -2.1015
C -3.4249 -0.3208 -1.7803
C 1.3321 -0.5671 4.3914
C -0.2861 -0.4238 -3.4474
C 2.1606 -3.1638 1.3161
C 3.0956 2.5235 -4.3550
C 2.2384 3.0140 3.8905
H -6.5810 0.0386 0.4032
H -2.5437 -0.4139 -2.3984
H 0.4921 -1.8128 2.8491
H -1.8989 1.3289 1.9730
H -3.9063 -5.4390 -0.1647
H 2.9922 1.1964 -0.7371
H 2.6241 -4.0862 0.9568
H 2.6992 -4.8224 -1.2197
H -4.4319 -0.4738 1.4553
H 2.9678 -2.4706 1.5587
H -4.3329 3.1976 0.7231
H -2.4030 1.4146 -5.3475
H 0.3621 -5.4178 -0.3070
H 3.1283 2.8900 -5.3723
H -5.7272 3.5289 -4.0095
H 4.6697 3.8078 -3.6706
H -2.2291 1.7104 4.3889
H -3.9219 -2.9913 0.1045
H 3.9030 -3.2600 -5.0074
H -2.1396 -2.8398 -4.9434
H -1.7572 -6.6490 -0.3619
H -3.1984 -0.8454 -5.9567
H 1.5232 1.1416 -4.7703
H -4.7023 0.0864 -3.4434
H -6.6707 3.7558 0.1606
H -2.5857 -2.5121 5.0135
H -0.5686 1.6892 -3.7348
H 2.4743 4.9446 3.0369
H 1.2826 -1.3452 5.1394
H 4.6063 2.9404 -1.3549
H 2.7064 -1.1570 -4.5422
H -2.2693 -2.9021 2.6015
H -2.5578 -0.2114 5.9144
H -7.3701 3.9133 -2.2032
H 1.6238 -3.4161 2.2288
H 2.1529 0.9181 5.6846
H -3.3877 2.9774 -3.4503
H 3.8868 -5.0884 -3.3444
H -6.7374 0.3141 -2.0522
H -0.2817 -2.5801 -3.3633
```

Its HOMO energy (alpha / beta) is -9.2 / -9.2 eV. The energy comes out at -8643.0121 Eh. The energy relative to the best compared isomer or geometry (same formula, charge and spin) is 0.0 kcal/mol. As for the spin multiplicity: 1. The HOMO-LUMO gap (alpha / beta) comes out at 4.08 / 4.06 eV. Its total charge is +1.

These are the Mulliken partial charges, in e, on atoms 1 to 2:
1 Pt 2.18
2 Te 0.29

***

Entry 6:
8 unconnected molecules or ions with the total composition C5H25NO9 in a non-equilibrium geometry, computed with the ωB97M-V functional and the def2-TZVPD basis.

The geometry in XYZ format:
```
40
C5H25NO9 the ωB97M-V functional and the def2-TZVPD basis
O -0.1135 -1.9046 -1.1832
O 0.3564 -1.4951 -4.1575
O -0.8777 1.5277 -3.2530
O 1.3156 -3.1374 1.0458
O -1.2469 -0.1364 0.5573
O -2.4562 -1.4544 3.0319
O 0.3010 -2.1984 3.5330
O 2.5430 -0.2988 3.4334
O 3.4957 0.7993 -2.3178
N 0.0997 1.4304 1.3275
C -2.6543 1.3606 -1.6270
C -1.3514 0.7667 -2.1568
C 0.6717 2.7539 1.2272
C -0.4502 0.7563 0.2753
C -0.1658 1.1179 -1.1721
H 2.5015 0.6233 3.1558
H -0.6570 -2.0675 3.4839
H -2.7576 1.5288 -0.5545
H -0.5228 -1.4132 -0.4685
H 0.7159 -1.6712 4.2209
H 1.9821 -0.8128 2.8312
H 0.1120 3.3973 0.5331
H -2.3929 -1.7706 2.1272
H -2.8098 2.2279 -2.2637
H 1.6526 2.7078 0.7442
H -0.9853 1.1562 -4.1356
H 0.8811 -3.1048 1.9113
H 0.8269 0.8235 -1.4919
H 0.8822 -2.2707 -3.9579
H 3.1774 0.4465 -1.4750
H 2.7783 1.3786 -2.6136
H 0.8209 -2.1057 -1.1081
H -3.1730 -1.8891 3.5059
H 2.2682 -3.1209 1.1943
H 0.6103 3.2562 2.1822
H -0.2268 2.2131 -1.1906
H -3.5098 0.6836 -1.7253
H -0.2674 1.2349 2.2450
H -1.3661 -0.3074 -2.3112
H -0.0080 -1.0314 -3.4032
```

Its HOMO energy (alpha / beta) is -13.8 / -13.8 eV. The energy comes out at -937.0386 Eh. The energy relative to the best compared isomer or geometry (same formula, charge and spin) is 43.3 kcal/mol. As for the spin multiplicity: 2. The HOMO-LUMO gap (alpha / beta) comes out at 9.55 / 4.30 eV. Its expectation value of S² is 0.7722. Its total charge is +1.

These are the natural (NBO) partial charges, in e, on atoms 1 to 2:
1 O -0.94
2 O -0.96